{
  "formula": "H21O10",
  "method": "the ωB97M-V functional and the def2-TZVPD basis",
  "symbols": ["O", "H", "H", "O", "H", "H", "O", "H", "H", "O", "H", "H", "O", "H", "H", "O", "H", "H", "O", "H", "H", "O", "H", "H", "O", "H", "O", "H", "H", "H", "H"],
  "positions_angstrom": [[1.9536, -0.4652, 1.8735], [1.4775, 0.4451, 1.9152], [-0.3214, 0.5597, 3.1070], [2.6333, 1.3085, -2.2055], [3.2937, 1.6931, -1.6316], [1.7072, 1.4365, -1.9520], [-1.3960, -0.5570, -2.2242], [-1.6209, -1.4869, -2.1364], [-0.6122, -0.5856, -2.7900], [0.0311, 2.1058, -2.0881], [-0.6630, 1.5433, -2.4394], [0.2753, 2.9069, -2.5537], [0.6388, -2.3444, 2.8488], [0.8467, -2.1308, 3.7699], [-0.3099, -2.3669, 2.6907], [0.4277, -2.2046, -3.2216], [0.5819, -1.8792, -4.1091], [1.1580, -2.5652, -2.7180], [0.2391, 0.8504, 0.7353], [-0.6984, 1.0568, 0.8546], [0.5033, 1.0971, -0.1501], [-1.6698, -1.4993, 0.3766], [-2.3894, -2.1105, 0.2164], [2.4984, -0.5648, 2.6768], [0.5011, 0.8068, 3.5534], [1.2219, -1.1835, 2.2466], [-2.6283, 1.7937, 0.1251], [-2.6851, 2.2629, -0.7038], [-1.6236, -0.7767, -0.2732], [0.0774, 1.5576, 4.0065], [-3.4481, 1.2965, 0.2003]],
  "energy_ha": -764.7253,
  "relative_energy_ev": 1.5918,
  "orbital_gap_ev": 10.546,
  "homo_ev": -13.62,
  "charge": 1
}

{
  "formula": "H22HeO11Xe",
  "method": "the ωB97M-V functional and the def2-TZVPD basis",
  "symbols": ["He", "Xe", "O", "H", "H", "O", "H", "H", "O", "H", "H", "O", "H", "H", "O", "H", "H", "O", "H", "H", "O", "H", "H", "O", "H", "H", "O", "H", "H", "O", "H", "H", "O", "H", "H"],
  "positions_angstrom": [[-3.4209, -2.5244, 0.1682], [-1.2846, -0.3889, -0.1372], [-2.1601, 2.6107, -2.6207], [-2.1972, 3.5050, -2.9598], [-2.3039, 2.7049, -1.6790], [0.2732, -1.9566, 3.1418], [0.9073, -1.2684, 2.9407], [-0.4953, -1.4874, 3.4668], [-1.5159, 3.2432, 0.1221], [-1.3077, 2.7800, 0.9335], [-1.3252, 4.1613, 0.3142], [0.1495, -4.1341, 1.4422], [0.2039, -3.3201, 1.9429], [0.9398, -4.1369, 0.9021], [1.8804, 0.4376, 2.7951], [1.2605, 1.1642, 2.8588], [1.9267, 0.2430, 1.8591], [2.4843, -0.3477, 0.1677], [2.2403, -0.6236, -0.7158], [3.0146, 0.4382, 0.0358], [0.8114, 3.2551, -1.2637], [0.9176, 2.6277, -1.9788], [-0.0057, 2.9969, -0.8373], [-0.1700, -4.4383, -1.5603], [-0.5484, -3.6068, -1.8460], [-0.4432, -4.5251, -0.6470], [-1.8983, -0.1954, 3.7525], [-2.6348, -0.7169, 3.4333], [-2.1987, 0.1565, 4.5904], [0.2872, 1.3122, -3.3446], [-0.5905, 1.6263, -3.1273], [0.5231, 1.7900, -4.1397], [2.0772, -0.8213, -2.6566], [1.6203, -0.0047, -2.8580], [2.9827, -0.5562, -2.4954]],
  "energy_ha": -1173.1024,
  "relative_energy_ev": 0.0000,
  "orbital_gap_ev": 10.154,
  "homo_ev": -10.43
}

{
  "formula": "H22Mg2O23S3",
  "method": "the ωB97M-V functional and the def2-TZVPD basis",
  "symbols": ["Mg", "Mg", "S", "O", "O", "O", "O", "S", "O", "O", "O", "O", "S", "O", "O", "O", "O", "O", "H", "H", "O", "H", "H", "O", "H", "H", "O", "H", "H", "O", "H", "H", "O", "H", "H", "O", "H", "H", "O", "H", "H", "O", "H", "H", "O", "H", "H", "O", "H", "H"],
  "positions_angstrom": [[-1.4282, -2.5741, 1.3181], [-0.7214, 0.4134, -2.4067], [1.2114, 2.3127, -4.1612], [2.2093, 3.2567, -3.5682], [0.7534, 1.3973, -3.1481], [0.0619, 3.0496, -4.6848], [1.8247, 1.5220, -5.2213], [0.2751, 0.0692, 0.6025], [-0.7358, -0.8945, 1.0526], [0.1533, 0.2341, -0.8470], [0.0630, 1.3651, 1.3179], [1.6607, -0.3484, 0.8956], [-2.7616, -1.9688, -1.5421], [-2.1605, -0.6949, -1.9764], [-2.8089, -2.9512, -2.5834], [-2.0084, -2.5462, -0.4257], [-4.1475, -1.6775, -1.1534], [2.8404, 1.1600, -1.5911], [2.4810, 0.7402, -0.8095], [2.0811, 1.5488, -2.0254], [2.8794, -2.0742, 2.3132], [3.0364, -2.6947, 1.6015], [2.3897, -1.3600, 1.9052], [-2.3719, 1.9309, 1.9585], [-1.4372, 1.7504, 1.8593], [-2.7745, 1.0675, 2.0519], [0.2626, -1.2826, -3.0433], [1.2138, -1.2456, -2.9432], [0.1066, -2.0698, -3.5651], [1.4475, 2.5056, 3.0941], [0.9849, 2.1747, 2.3243], [2.3198, 2.1157, 3.0360], [-1.8119, 2.1254, -1.8921], [-2.4460, 2.6802, -2.3465], [-1.4716, 2.6772, -1.1878], [0.3537, -3.3981, 0.6376], [1.3099, -3.3631, 0.6603], [0.1527, -4.0148, -0.0663], [-0.9224, -2.7280, 3.1442], [-0.9985, -2.1015, 3.8638], [-0.8006, -3.5743, 3.5747], [-3.2012, -1.9257, 2.0206], [-3.9781, -1.9213, 1.4614], [-3.3904, -1.2777, 2.6992], [-0.2187, 3.7529, 0.1653], [0.0654, 2.8983, 0.4895], [0.1665, 4.3814, 0.7760], [3.5000, 0.8659, 2.2876], [4.0557, 0.0867, 2.3030], [2.7351, 0.6051, 1.7747]],
  "energy_ha": -3338.8918,
  "orbital_gap_ev": 2.977,
  "homo_ev": -0.87,
  "charge": -2
}

no.,LUMO energy (eV)
1,-3.07
2,-0.28
3,2.11